1.
Below is a structure of composition C37H27BrN6O4SV, with properties calculated with ωB97M-V with the def2-TZVPD basis set.

## Properties
* net charge: -1
* HOMO energy (spin up / spin down): -2.43 / -4.67 eV
* spin multiplicity: 3
* HOMO-LUMO gap (spin up / spin down): 4.19 / 6.43 eV
* expectation value of S²: 2.1008

XYZ file:
```
77
Properties=species:S:1:pos:R:3:forces:R:3:lowdin_charge:R:1
V -3.081 1.519 0.989 -0.5405 -0.1342 0.4564 0.495
Br -9.638 2.363 -2.409 0.0102 -0.0064 0.0056 0.648
C -7.932 2.486 -1.558 0.0290 0.0257 0.0204 -0.710
C -7.502 3.719 -1.079 -0.0335 -0.0872 -0.0303 -0.155
C -6.262 3.787 -0.466 0.0644 0.0451 0.0904 -0.019
C -5.440 2.667 -0.306 -0.0612 0.0204 -0.1062 -0.325
O -4.266 2.817 0.265 0.1285 -0.0520 0.0175 -0.218
C -5.890 1.411 -0.812 0.1081 -0.0324 0.0234 -0.145
C -5.117 0.225 -0.767 -0.0449 -0.0309 0.0046 -0.073
N -3.917 0.084 -0.156 -0.0097 0.0438 -0.1857 -0.058
C -3.238 -1.101 -0.252 -0.0090 0.0401 -0.0406 -0.211
C -3.621 -2.250 -0.945 0.0108 0.0061 0.0206 -0.022
C -2.820 -3.402 -0.926 0.0072 0.0413 0.0188 -0.096
C -1.640 -3.470 -0.232 -0.0017 -0.0121 -0.0142 -0.068
C -1.206 -2.329 0.483 0.0746 0.0570 0.0328 -0.156
C -0.020 -2.277 1.246 -0.0702 0.0224 -0.0486 -0.021
C 0.328 -1.127 1.903 0.0108 -0.0068 -0.0048 -0.062
C -0.500 -0.002 1.791 -0.0661 0.0341 -0.0467 -0.125
N -1.614 -0.026 1.092 0.2571 0.0821 -0.0926 0.012
C -1.991 -1.158 0.449 0.0167 0.0381 0.0541 -0.137
C -7.156 1.360 -1.436 -0.0558 0.0403 -0.0184 -0.105
H -8.119 4.599 -1.187 -0.0041 0.0019 -0.0004 0.087
H -5.889 4.728 -0.083 -0.0062 0.0128 -0.0061 0.112
H -5.545 -0.633 -1.271 0.0268 0.0000 0.0287 0.094
H -4.537 -2.272 -1.516 -0.0042 0.0037 -0.0030 0.087
H -3.155 -4.266 -1.487 -0.0062 -0.0111 -0.0079 0.097
H -1.029 -4.362 -0.237 0.0120 -0.0267 0.0045 0.099
H 0.606 -3.162 1.298 0.0075 -0.0112 0.0048 0.110
H 1.234 -1.064 2.493 -0.0026 0.0157 -0.0016 0.101
H -0.260 0.936 2.278 -0.0204 -0.0223 -0.0184 0.116
H -7.507 0.412 -1.825 -0.0151 -0.0080 -0.0101 0.099
C 7.248 -5.490 2.985 0.0022 -0.0021 0.0053 -0.056
C 6.242 -5.098 1.939 0.0030 -0.0054 -0.0057 -0.287
C 5.260 -4.150 2.197 0.0084 -0.0163 -0.0157 -0.039
C 4.319 -3.803 1.239 0.0176 -0.0402 0.0271 -0.027
C 4.364 -4.380 -0.026 -0.0545 0.0144 -0.0084 -0.258
N 3.419 -4.054 -1.020 0.0285 0.1361 0.0541 0.128
C 2.803 -2.824 -1.233 0.1083 -0.0144 -0.2111 -0.524
O 1.749 -2.744 -1.826 0.0503 -0.0317 0.0924 0.082
N 3.549 -1.754 -0.796 -0.1641 -0.0339 0.0229 0.137
C 3.083 -0.458 -0.509 -0.0412 -0.0573 -0.0628 -0.204
C 3.935 0.398 0.176 0.0650 -0.0163 0.0060 -0.031
C 3.496 1.664 0.510 -0.0241 0.0545 0.0412 -0.068
C 2.203 2.026 0.163 0.0087 -0.0167 0.0792 -0.145
N 1.385 1.213 -0.491 -0.0092 0.1693 -0.1522 0.098
C 1.811 0.008 -0.846 -0.0372 -0.0678 0.0746 -0.069
C 5.349 -5.326 -0.298 -0.0344 0.0156 -0.0200 -0.021
C 6.261 -5.686 0.676 -0.0007 0.0197 0.0354 -0.049
H 7.124 -4.896 3.889 0.0051 0.0014 0.0168 0.072
H 8.267 -5.347 2.623 0.0226 -0.0014 0.0030 0.079
H 7.140 -6.541 3.256 0.0065 -0.0126 0.0116 0.080
H 5.211 -3.685 3.174 0.0012 0.0062 0.0234 0.112
H 3.540 -3.091 1.479 -0.0256 0.0021 0.0154 0.113
H 3.002 -4.801 -1.549 -0.0615 -0.0277 -0.0024 0.148
H 4.455 -1.973 -0.418 0.0635 0.0003 0.0245 0.122
H 4.933 0.068 0.447 0.0200 -0.0032 0.0039 0.110
H 4.139 2.352 1.041 0.0026 0.0131 0.0090 0.099
H 1.802 2.997 0.431 0.0058 0.0499 -0.0159 0.104
H 1.116 -0.620 -1.381 -0.0223 -0.0339 -0.0527 0.113
H 5.395 -5.772 -1.284 -0.0001 -0.0191 -0.0295 0.113
H 7.015 -6.430 0.446 0.0236 -0.0188 -0.0046 0.113
S -3.803 1.181 2.867 0.0264 -0.0311 -0.0347 0.209
O -1.706 3.031 1.368 -0.0681 -0.0113 -0.0370 -0.096
C -1.427 3.380 0.192 0.2609 0.0552 -0.1881 -0.467
N -1.651 2.605 -0.857 -0.0871 0.0648 0.1095 0.149
C -1.282 3.304 -1.999 0.1063 -0.1760 -0.1169 -0.416
O -1.344 2.927 -3.146 -0.0373 0.0303 0.1085 0.084
C -0.737 4.657 -1.570 -0.0369 -0.0439 0.0524 -0.086
C -0.235 5.719 -2.286 0.0129 0.0218 -0.0055 -0.011
C 0.181 6.841 -1.568 -0.0036 -0.0109 0.0458 -0.087
C 0.084 6.880 -0.179 0.0025 -0.0133 -0.0474 -0.089
C -0.431 5.798 0.535 0.0146 0.0029 0.0042 -0.011
C -0.829 4.698 -0.192 0.0193 -0.0537 0.0181 -0.092
H -0.175 5.679 -3.366 0.0068 0.0000 -0.0326 0.114
H 0.581 7.698 -2.094 -0.0010 0.0010 -0.0032 0.094
H 0.409 7.767 0.350 0.0014 0.0075 0.0052 0.094
H -0.524 5.819 1.613 0.0020 0.0037 0.0100 0.115
```
Forces are in eV/Å.

2.
Below is an isolated molecule of C4H3NO in a non-equilibrium geometry, with properties calculated with ωB97M-V with the def2-TZVPD basis set.

## Properties
* net charge: 0
* SMILES: C#C[C@H](O)C#N
* HOMO energy: -10.57 eV
* spin multiplicity: 1
* HOMO-LUMO gap: 10.75 eV

XYZ file:
```
9
Properties=species:S:1:pos:R:3:forces:R:3:lowdin_charge:R:1
O -1.570 0.601 -0.668 1.7773 -0.3683 -2.0765 -0.065
C -0.412 -0.446 -0.257 -1.3722 1.5097 -0.4963 -0.212
C 1.042 -0.184 -0.301 0.0048 0.8654 -0.3364 -0.061
C 2.225 0.058 -0.348 -0.8792 -0.0458 -0.0004 0.148
C -1.035 -0.310 1.015 0.7073 -1.5473 2.8909 -0.286
N -1.475 -0.163 2.068 0.0166 -0.0434 -0.1303 0.171
H -1.415 1.508 -0.321 0.4893 -0.9165 -0.1092 0.103
H -0.626 -1.388 -0.796 -0.3274 0.7808 0.2110 0.158
H 3.267 0.324 -0.392 -0.4166 -0.2345 0.0472 0.045
```
Forces are in eV/Å.

Relative energy (zero: lowest compared OMol25 entry of this formula, charge and spin) (kcal per mole)
17.5 68.5